[1]
DFT (ωB97M-V/def2-TZVPD) results for a 16-piece molecular cluster, C29H51BrCl30NO2 overall.

Computed properties:
molecular weight = 1589.23 g mol⁻¹
net charge = +1
spin multiplicity = 1
total energy = -17720.15966 a.u.
E_HOMO = -0.4287 hartree

Last column: Löwdin charge in e.
Geometry (Å):
C1 -5.60 2.43 -2.63  -0.12
C2 -4.00 2.41 -2.81  -0.29
C3 -3.49 0.92 -3.14  -0.65
Br1 -3.86 0.32 -5.01  0.69
C4 -1.96 0.63 -2.80  -0.09
C5 -1.55 -0.64 -2.01  -0.05
C6 -2.52 -1.79 -1.50  -0.15
C7 -2.42 -2.04 0.11  -0.14
C8 -3.29 -0.99 0.96  -0.18
O1 -2.96 -0.96 2.37  -0.05
C9 -1.63 -0.48 2.60  -0.39
C10 -0.95 0.79 1.92  0.00
O2 -0.93 -1.14 3.43  0.05
C11 -0.01 -0.83 -1.68  0.04
C12 1.03 0.22 -2.12  0.01
N1 0.60 1.36 -2.89  0.07
C13 -0.79 1.61 -3.24  -0.06
C14 -1.05 2.95 -4.11  -0.02
H1 -6.11 2.07 -3.59  0.08
H2 -5.99 3.49 -2.40  0.09
H3 -5.90 1.73 -1.77  0.09
H4 -3.76 3.10 -3.70  0.10
H5 -3.50 2.85 -1.86  0.13
H6 -4.10 0.21 -2.45  0.09
H7 -3.60 -1.70 -1.84  0.12
H8 -2.12 -2.78 -1.96  0.05
H9 -1.32 -2.10 0.43  0.12
H10 -2.85 -3.10 0.29  0.06
H11 -3.21 0.03 0.43  0.11
H12 -4.40 -1.29 0.87  0.15
H13 -0.85 1.61 2.72  0.11
H14 -1.56 1.22 1.05  0.07
H15 0.12 0.51 1.61  0.10
H16 0.34 -1.73 -1.08  0.11
H17 2.15 0.08 -1.90  0.15
H18 1.32 2.04 -3.19  0.05
H19 -1.65 3.73 -3.53  0.09
H20 -0.04 3.36 -4.49  0.08
H21 -1.67 2.60 -5.02  0.10
C15 -1.81 -4.07 4.55  -1.00
Cl1 -0.72 -4.95 3.47  0.52
Cl2 -2.91 -5.17 5.38  0.51
H22 -1.22 -3.53 5.29  0.03
H23 -2.40 -3.36 3.96  0.01
C16 1.56 -8.13 4.03  -1.05
Cl3 0.48 -9.51 3.86  0.54
Cl4 2.76 -8.09 2.73  0.49
H24 0.97 -7.21 3.99  -0.02
H25 2.08 -8.19 4.99  -0.07
C17 -2.88 -9.74 5.42  -1.02
Cl5 -3.24 -8.20 6.21  0.51
Cl6 -3.40 -11.11 6.40  0.52
H26 -3.39 -9.77 4.46  0.03
H27 -1.80 -9.80 5.26  -0.04
C18 -5.09 -5.76 2.48  -1.04
Cl7 -4.40 -5.05 1.01  0.53
Cl8 -6.29 -7.00 2.08  0.52
H28 -4.29 -6.22 3.06  -0.01
H29 -5.57 -4.98 3.06  0.03
C19 4.77 -5.89 5.31  -1.07
Cl9 5.88 -6.71 4.20  0.51
Cl10 3.68 -7.04 6.10  0.58
H30 5.36 -5.37 6.07  -0.06
H31 4.18 -5.17 4.74  0.02
C20 1.77 -7.96 -1.20  -1.03
Cl11 0.80 -7.09 0.00  0.47
Cl12 0.75 -8.68 -2.45  0.51
H32 2.46 -7.26 -1.67  0.01
H33 2.33 -8.74 -0.70  0.03
C21 2.91 4.72 -4.37  -1.04
Cl13 2.40 5.32 -5.95  0.51
Cl14 3.16 2.97 -4.40  0.55
H34 3.84 5.21 -4.09  -0.06
H35 2.13 4.95 -3.64  0.01
C22 0.10 -5.06 -4.11  -0.99
Cl15 -1.39 -4.14 -3.89  0.55
Cl16 1.33 -4.59 -2.93  0.51
H36 -0.12 -6.13 -3.99  0.01
H37 0.48 -4.88 -5.11  0.03
C23 7.20 5.97 -3.09  -1.00
Cl17 5.62 6.04 -2.32  0.52
Cl18 7.06 5.59 -4.82  0.51
H38 7.69 6.94 -2.99  0.03
H39 7.80 5.20 -2.61  0.03
C24 -0.33 8.37 -6.37  -1.03
Cl19 -0.68 9.91 -5.58  0.51
Cl20 -0.87 7.01 -5.37  0.47
H40 -0.85 8.33 -7.32  0.03
H41 0.74 8.29 -6.53  0.02
C25 3.42 9.09 -4.15  -1.03
Cl21 4.51 8.22 -5.23  0.51
Cl22 2.33 7.98 -3.31  0.48
H42 4.01 9.62 -3.41  -0.03
H43 2.83 9.79 -4.73  0.02
C26 -5.41 -7.76 9.08  -1.05
Cl23 -6.89 -6.81 9.26  0.50
Cl24 -4.19 -7.26 10.26  0.50
H44 -5.64 -8.81 9.23  0.03
H45 -5.02 -7.61 8.08  -0.05
C27 6.81 -2.49 4.46  -0.99
Cl25 6.02 -3.19 5.88  0.59
Cl26 6.14 -0.89 4.08  0.50
H46 7.87 -2.39 4.66  0.03
H47 6.65 -3.15 3.61  0.03
C28 3.18 10.45 -0.28  -0.98
Cl27 2.66 11.11 -1.84  0.54
Cl28 3.43 8.70 -0.36  0.50
H48 4.11 10.93 0.01  0.04
H49 2.41 10.66 0.46  0.01
C29 1.30 14.55 -1.02  -1.03
Cl29 0.97 16.07 -0.17  0.52
Cl30 0.78 13.16 -0.07  0.49
H50 0.77 14.55 -1.97  0.03
H51 2.38 14.48 -1.19  0.02

=====

[2]
DFT (ωB97M-V/def2-TZVPD) results for C29H51I2IrOPSi2 as an isolated structure.

Computed properties:
molecular weight = 948.90 g mol⁻¹
net charge = +1
spin multiplicity = 1
total energy = -2830.80908 a.u.
E_HOMO (spin up / spin down) = -0.4099 / -0.4099 hartree

Last column: Löwdin charge in e.
Geometry (Å):
Ir1 0.19 1.21 -1.78  0.32
C1 3.66 1.63 -1.76  -0.26
Si1 2.12 2.09 -0.77  0.39
C2 2.38 1.46 0.99  -0.18
C3 2.02 3.95 -0.63  -0.31
C4 3.05 4.74 -0.09  -0.09
C5 2.89 6.11 0.04  -0.07
C6 1.71 6.72 -0.37  -0.07
C7 0.69 5.95 -0.91  -0.09
C8 0.84 4.57 -1.05  -0.30
Si2 -0.44 3.46 -1.85  0.36
C9 -2.09 3.61 -0.97  -0.19
C10 -0.65 4.00 -3.64  -0.23
H1 4.56 2.00 -1.25  0.04
H2 3.66 2.08 -2.75  -0.01
H3 3.78 0.55 -1.86  0.02
H4 3.03 2.16 1.51  0.04
H5 2.85 0.47 1.02  0.01
H6 1.44 1.42 1.54  0.01
H7 3.97 4.28 0.24  0.10
H8 3.69 6.71 0.46  0.11
H9 1.59 7.79 -0.27  0.11
H10 -0.22 6.44 -1.23  0.10
H11 -2.43 4.65 -1.05  0.04
H12 -2.02 3.38 0.09  0.01
H13 -2.87 2.98 -1.42  0.02
H14 -0.88 5.07 -3.68  0.03
H15 -1.46 3.47 -4.15  0.00
H16 0.28 3.85 -4.20  0.00
I1 -1.96 0.30 -3.48  0.98
C11 -0.45 0.11 -4.97  -0.98
I2 1.38 0.86 -4.15  1.10
H17 -0.71 0.69 -5.85  -0.02
H18 -0.31 -0.94 -5.23  -0.02
O1 0.06 -0.63 -0.63  -0.50
P1 -0.24 -1.44 0.63  0.86
C12 1.31 -1.98 1.41  -0.34
C13 2.43 -2.30 0.41  -0.20
C14 3.61 -2.89 1.18  -0.18
C15 3.25 -4.26 1.78  -0.18
C16 1.74 -4.41 2.00  -0.19
C17 1.13 -3.09 2.48  -0.17
C18 -1.07 -0.39 1.87  -0.33
C19 -2.00 0.66 1.26  -0.21
C20 -2.33 1.72 2.32  -0.18
C21 -2.70 1.08 3.68  -0.18
C22 -2.99 -0.41 3.54  -0.19
C23 -1.76 -1.16 3.03  -0.18
C24 -1.30 -2.85 0.22  -0.33
C25 -0.70 -3.79 -0.86  -0.17
C26 -1.19 -3.41 -2.25  -0.20
C27 -2.71 -3.63 -2.37  -0.19
C28 -3.42 -3.42 -1.02  -0.18
C29 -2.70 -2.35 -0.19  -0.19
H19 1.63 -1.07 1.93  0.10
H20 2.71 -1.39 -0.12  0.09
H21 2.11 -3.01 -0.35  0.10
H22 3.89 -2.19 1.98  0.12
H23 4.48 -2.98 0.53  0.11
H24 3.77 -4.40 2.72  0.11
H25 3.59 -5.06 1.11  0.11
H26 1.54 -5.20 2.73  0.12
H27 1.24 -4.72 1.08  0.10
H28 1.64 -2.78 3.40  0.13
H29 0.09 -3.23 2.76  0.09
H30 -0.23 0.17 2.30  0.11
H31 -2.91 0.19 0.89  0.11
H32 -1.53 1.15 0.40  0.06
H33 -3.15 2.35 1.96  0.11
H34 -1.47 2.37 2.44  0.11
H35 -3.57 1.59 4.11  0.11
H36 -1.89 1.22 4.40  0.12
H37 -3.83 -0.55 2.86  0.11
H38 -3.30 -0.83 4.50  0.12
H39 -2.05 -2.16 2.74  0.09
H40 -1.05 -1.28 3.85  0.12
H41 -1.40 -3.43 1.14  0.11
H42 -1.01 -4.81 -0.63  0.13
H43 0.39 -3.79 -0.82  0.08
H44 -0.67 -4.00 -3.00  0.12
H45 -0.94 -2.37 -2.43  0.05
H46 -2.91 -4.64 -2.73  0.11
H47 -3.12 -2.95 -3.11  0.09
H48 -3.44 -4.35 -0.45  0.12
H49 -4.46 -3.13 -1.18  0.12
H50 -3.28 -2.10 0.70  0.11
H51 -2.61 -1.44 -0.79  0.08